# 1
A cluster of 2 separate species, C2H8O2 in total in a non-equilibrium geometry, computed with ωB97M-V with the def2-TZVPD basis set.

## Properties
Kohn-Sham gap: 11.16 eV
SMILES: CO.CO
energy relative to the best compared isomer or geometry (same formula, charge and spin): 21.9 kcal/mol
highest occupied orbital energy: -10.2774 eV

Last column: natural (NBO) charge in e.
Cartesian coordinates (Å):
C  -0.033  -0.077  -4.848  -0.2464
O  -0.400  -0.808  -6.008  -0.7315
H  -0.771  0.660  -4.487  0.1798
H  0.915  0.447  -5.053  0.1640
H  0.140  -0.820  -4.051  0.1636
H  0.391  -0.988  -6.558  0.4705
C  -4.473  -1.171  -2.879  -0.2429
O  -5.358  -2.250  -2.890  -0.7184
H  -4.465  -0.679  -1.891  0.1558
H  -4.784  -0.432  -3.636  0.1601
H  -3.448  -1.505  -3.114  0.1803
H  -6.244  -1.897  -3.116  0.4651

=====

# 2
The molecule C2H8O2S2Si in a non-equilibrium geometry, computed with ωB97M-V with the def2-TZVPD basis set.

## Properties
Kohn-Sham gap: 9.74 eV
SMILES: CO[Si](S)(S)OC
energy relative to the best compared isomer or geometry (same formula, charge and spin): 0.0 kcal/mol
highest occupied orbital energy: -9.2568 eV

Last column: natural (NBO) charge in e.
Cartesian coordinates (Å):
C  -1.387  1.010  -1.406  -0.2405
O  0.023  1.151  -1.375  -0.8668
Si  0.989  0.131  -0.211  1.8211
S  2.271  1.621  0.897  -0.4731
S  2.270  -1.240  -1.244  -0.4819
O  0.219  -0.812  0.776  -0.9640
C  -0.718  -1.096  1.830  -0.2177
H  -1.837  1.944  -1.201  0.1778
H  -1.816  0.337  -0.530  0.1469
H  -1.877  0.636  -2.342  0.1803
H  3.362  0.904  1.129  0.1558
H  1.565  -1.201  -2.496  0.1909
H  -1.370  -0.169  1.988  0.1815
H  -0.208  -1.443  2.693  0.1996
H  -1.487  -1.773  1.491  0.1903

=====

# 3
A cluster of 3 separate species, C2H8O3 in total in a non-equilibrium geometry, computed with ωB97M-V with the def2-TZVPD basis set.

## Properties
net charge: -1
Kohn-Sham gap (alpha / beta): 3.86 / 7.59 eV
⟨S²⟩: 0.7534
2S+1: 2
energy relative to the best compared isomer or geometry (same formula, charge and spin): 0.0 kcal/mol
highest occupied orbital energy (alpha / beta): 0.3155 / -3.5039 eV

Last column: natural (NBO) charge in e.
Cartesian coordinates (Å):
O  0.034  -1.372  0.412  -0.8732
C  0.898  -0.511  0.849  0.0313
C  1.373  0.693  0.068  -0.7029
H  1.274  -0.577  1.886  0.0633
H  2.466  0.729  -0.015  0.1723
H  1.010  1.605  0.570  0.1781
H  0.986  0.645  -0.952  0.2079
H  -0.585  -1.202  -1.240  0.5170
H  -1.182  -1.626  -2.605  0.4395
O  -0.860  -0.860  -2.139  -1.0094
H  -1.562  0.108  0.813  0.4961
H  -2.326  1.404  1.059  0.4420
O  -1.525  0.963  1.294  -0.9620

=====

# 4
A structure of composition C2H8O3Rb in a non-equilibrium geometry, computed with ωB97M-V with the def2-TZVPD basis set.

## Properties
net charge: +1
Kohn-Sham gap: 9.05 eV
energy relative to the best compared isomer or geometry (same formula, charge and spin): 30.7 kcal/mol
highest occupied orbital energy: -13.3377 eV

Last column: natural (NBO) charge in e.
Cartesian coordinates (Å):
Rb  19.616  -8.396  5.470  0.9942
O  18.914  -8.271  8.919  -0.9009
H  19.614  -7.687  8.624  0.4570
H  18.321  -8.331  8.169  0.4456
C  19.583  -11.782  7.765  -0.0928
C  18.064  -11.766  7.756  -0.0773
O  17.546  -12.949  8.322  -0.6933
O  20.055  -10.762  6.933  -0.7771
H  19.921  -12.765  7.438  0.1795
H  19.971  -11.688  8.779  0.1735
H  17.662  -11.581  6.760  0.1749
H  17.740  -10.975  8.432  0.1639
H  18.053  -13.153  9.111  0.4697
H  21.005  -10.741  7.069  0.4831

=====

no.,energy (hartree)
1,-231.427371
2,-1317.423563
3,-306.684741
4,-330.570287